A structure of composition C3H10N2O2 at a distorted geometry. Source: OMol25; level of theory: the ωB97M-V functional and the def2-TZVPD basis.

CARTESIAN COORDINATES (ANGSTROEM)
C  0.545  0.750  -0.250
C  -1.713  1.161  0.418
C  0.739  -2.035  0.213
N  -0.725  0.719  -0.545
N  1.510  0.900  -1.204
O  -0.941  -1.510  -0.140
O  1.039  1.010  0.988
H  -1.364  -1.489  -1.024
H  0.446  0.664  1.666
H  1.153  1.197  -2.100
H  2.353  1.354  -0.883
H  -1.840  2.246  0.348
H  -1.515  0.897  1.462
H  -2.666  0.686  0.182
H  0.534  -3.098  0.282
H  1.432  -1.824  -0.595
H  1.015  -1.626  1.181

The energy above the lowest of the compared OMol25 structures with the same formula, charge and spin is 412.62 kJ/mol. The lowest unoccupied orbital energy comes out at 0.0294 Ha. As for the molar mass: 106.1 g/mol. For the strongest force on any atom, the calculation gives 4.80 eV/A. Its HOMO energy is -7.7 eV. The value obtained for the energy is -10345.2113 eV. Its spin multiplicity is 1. Its total charge is 0.